[1]
{
  "formula": "C31H32F5N3O5PdSSb",
  "method": "ωB97M-V/def2-TZVPD",
  "symbols": ["Pd", "O", "C", "C", "C", "C", "C", "C", "C", "N", "C", "C", "N", "H", "H", "H", "H", "H", "H", "H", "F", "C", "C", "F", "C", "F", "C", "O", "C", "F", "C", "F", "O", "C", "N", "S", "O", "O", "C", "C", "C", "C", "C", "C", "H", "H", "H", "H", "C", "C", "C", "Sb", "C", "C", "C", "C", "C", "C", "H", "H", "H", "H", "H", "H", "H", "H", "H", "H", "H", "H", "H", "H", "H", "H", "H", "H", "H", "H", "H"],
  "coordinates": [[4.8450, -6.4619, 18.3997], [4.8494, -8.5231, 18.6576], [5.4981, -9.0414, 19.6484], [5.2219, -10.3714, 20.0519], [5.8288, -10.9014, 21.1889], [6.6891, -10.1541, 21.9840], [7.0174, -8.8645, 21.5924], [6.5147, -8.3121, 20.4092], [6.9588, -6.9620, 20.0662], [6.5237, -6.1060, 19.1392], [7.2986, -4.9341, 19.0779], [8.2638, -5.1188, 20.0163], [8.0436, -6.3345, 20.6418], [4.5468, -10.9346, 19.4227], [5.5899, -11.9056, 21.5098], [7.0988, -10.5431, 22.9035], [7.6721, -8.2744, 22.2442], [7.1572, -4.1094, 18.4045], [9.0457, -4.4261, 20.2660], [8.6095, -6.7635, 21.3777], [2.8163, -2.5967, 12.8304], [3.4473, -3.0503, 13.9406], [3.7068, -2.2137, 15.0243], [3.3256, -0.9263, 15.0430], [4.3516, -2.6986, 16.1444], [4.5696, -1.8330, 17.1649], [4.7528, -4.0687, 16.3357], [5.2444, -4.5236, 17.4318], [4.5360, -4.8286, 15.1676], [4.9671, -6.1090, 15.1336], [3.8344, -4.3803, 14.0622], [3.5211, -5.2744, 13.0786], [4.0148, -8.9655, 16.1273], [3.2401, -8.0154, 16.1799], [3.2895, -6.7883, 16.9453], [1.7180, -6.1968, 17.0752], [0.9853, -6.7971, 18.2181], [1.6181, -4.7396, 16.8771], [1.1230, -7.0086, 15.6771], [0.0107, -6.6584, 15.0001], [-0.2750, -7.3862, 13.8499], [0.5888, -8.4129, 13.4455], [1.7374, -8.7608, 14.1608], [2.0292, -7.9852, 15.2883], [-0.6091, -5.8155, 15.3494], [-1.2041, -7.1861, 13.3077], [0.3571, -8.9810, 12.5578], [2.3848, -9.5717, 13.8865], [1.0266, -2.9551, 20.3863], [0.9856, -4.3279, 21.0452], [-0.3604, -4.9996, 20.7792], [2.7663, -5.4997, 20.2744], [2.5948, -7.4547, 21.4032], [2.0150, -8.4753, 20.4345], [1.7689, -7.2366, 22.6610], [4.4063, -4.4670, 21.3952], [4.0029, -3.9999, 22.7820], [4.7763, -3.3051, 20.4812], [0.1760, -2.3268, 20.7106], [0.9531, -3.0159, 19.2836], [1.9549, -2.4147, 20.6158], [1.1925, -4.3170, 22.1201], [-0.5894, -5.0007, 19.7141], [-1.1526, -4.4282, 21.2875], [-0.3870, -6.0162, 21.1462], [3.6455, -7.6261, 21.6472], [0.9613, -8.2823, 20.1997], [2.0787, -9.4726, 20.8959], [2.5268, -8.5231, 19.4659], [0.7207, -6.9423, 22.4837], [2.2058, -6.4786, 23.3465], [1.7406, -8.1762, 23.2407], [5.1666, -5.2828, 21.4186], [3.0828, -3.4151, 22.8059], [4.8100, -3.4020, 23.2040], [3.8684, -4.8726, 23.4295], [4.1093, -2.4346, 20.6220], [4.8257, -3.5693, 19.4128], [5.8052, -2.9985, 20.7491]],
  "e_homo_ev": [-9.9, -11.2],
  "total_charge": 1,
  "e_tot_ev": -81801.9505,
  "gap_ev": [6.976, 5.186],
  "spin_multiplicity": 5
}

***

[2]
{
  "formula": "C31H32IN3O13S2Ta",
  "method": "ωB97M-V/def2-TZVPD",
  "symbols": ["Ta", "C", "O", "C", "C", "O", "C", "C", "O", "C", "H", "H", "H", "H", "H", "H", "H", "H", "H", "H", "H", "H", "H", "H", "I", "N", "C", "C", "C", "C", "C", "C", "S", "O", "O", "N", "C", "S", "C", "C", "N", "H", "H", "H", "H", "H", "H", "H", "H", "O", "C", "O", "C", "C", "C", "C", "O", "C", "O", "C", "C", "H", "H", "H", "H", "H", "O", "C", "O", "C", "C", "C", "C", "O", "C", "O", "C", "C", "H", "H", "H", "H", "H"],
  "coordinates": [[0.9307, -0.0963, 0.2047], [-2.3071, 1.8962, 4.2120], [-1.3514, 0.9029, 3.9162], [-1.4402, -0.2029, 4.7799], [-0.2568, -1.1080, 4.5392], [-0.2775, -1.5173, 3.1802], [0.4618, -2.6796, 2.8949], [1.9189, -2.4714, 2.5492], [2.1242, -1.8952, 1.2381], [3.4707, -2.1642, 0.8026], [-3.3291, 1.5088, 4.1160], [-2.1645, 2.7065, 3.4999], [-2.1732, 2.2851, 5.2273], [-2.3746, -0.7543, 4.6051], [-1.4287, 0.1230, 5.8287], [-0.3407, -1.9845, 5.1924], [0.6746, -0.5846, 4.7746], [-0.0308, -3.1728, 2.0560], [0.4335, -3.3640, 3.7514], [2.3796, -3.4616, 2.5173], [2.4488, -1.8651, 3.2898], [4.1748, -1.6382, 1.4503], [3.5759, -1.8247, -0.2183], [3.6436, -3.2389, 0.8538], [2.1617, 1.0738, 2.3184], [5.7801, 6.2021, -0.1928], [5.0592, 5.0911, -0.4938], [4.2247, 5.0703, -1.6266], [3.5172, 3.9396, -1.9508], [3.6133, 2.8085, -1.1362], [4.4371, 2.8085, -0.0128], [5.1579, 3.9378, 0.3003], [2.6886, 1.4169, -1.5501], [2.7334, 1.1921, -2.9583], [3.0556, 0.3094, -0.6355], [1.1588, 1.5655, -1.0073], [0.1979, 2.3360, -1.6934], [0.1215, 2.4590, -3.4196], [-1.2495, 3.4683, -3.2475], [-1.5508, 3.6263, -1.9363], [-0.7207, 2.9846, -1.0544], [5.6399, 7.0550, -0.7017], [6.3030, 6.2554, 0.6615], [4.1528, 5.9499, -2.2533], [2.8959, 3.9254, -2.8371], [4.5154, 1.9229, 0.6004], [5.8101, 3.9379, 1.1643], [-1.7410, 3.8962, -4.1052], [-2.3672, 4.2197, -1.5531], [-0.4023, -0.4488, -1.7560], [0.2995, -1.4629, -1.9388], [1.3156, -1.5861, -1.1223], [0.0434, -2.4831, -2.9435], [-1.1103, -2.3825, -3.7129], [-1.4101, -3.3366, -4.6822], [-0.5065, -4.3617, -4.8345], [-0.5712, -5.3982, -5.6999], [0.6117, -6.1816, -5.4927], [1.3486, -5.5720, -4.4320], [0.6498, -4.4606, -4.0670], [0.9593, -3.5399, -3.1092], [-1.7751, -1.5464, -3.5452], [-2.3022, -3.2801, -5.2886], [1.2093, -6.1755, -6.4045], [0.3249, -7.1924, -5.2047], [1.8549, -3.6084, -2.5093], [-0.7715, -1.4089, 0.5856], [-1.4764, -0.3737, 0.7942], [-0.7826, 0.7302, 0.7682], [-2.8972, -0.3493, 1.0071], [-3.5822, -1.5518, 1.1575], [-4.9548, -1.5655, 1.3810], [-5.5776, -0.3385, 1.4357], [-6.8869, -0.0923, 1.6446], [-7.0578, 1.3305, 1.5607], [-5.7620, 1.9051, 1.3931], [-4.8903, 0.8636, 1.2795], [-3.5454, 0.9016, 1.0649], [-3.0288, -2.4793, 1.1038], [-5.5100, -2.4834, 1.5062], [-7.5017, 1.6915, 2.4870], [-7.6790, 1.5640, 0.6954], [-2.9922, 1.8219, 0.9385]],
  "e_homo_ev": -10.5,
  "total_charge": 1,
  "e_tot_ev": -95074.2135,
  "gap_ev": 7.038
}

***

[3]
{
  "formula": "C31H32N2O2S",
  "method": "ωB97M-V/def2-TZVPD",
  "symbols": ["C", "C", "N", "C", "C", "C", "C", "C", "C", "C", "C", "C", "N", "C", "C", "O", "C", "C", "C", "C", "C", "C", "C", "C", "O", "H", "H", "H", "H", "H", "H", "H", "H", "H", "H", "H", "H", "H", "H", "H", "H", "H", "H", "H", "H", "H", "H", "H", "H", "H", "C", "C", "C", "C", "C", "C", "C", "C", "C", "S", "C", "H", "H", "H", "H", "H", "H", "H"],
  "coordinates": [[6.5400, 3.7021, 1.3724], [5.4579, 2.6374, 1.4589], [4.7315, 2.5630, 0.1824], [3.4929, 1.8840, 0.2081], [3.3546, 0.5784, -0.3321], [2.1190, -0.0378, -0.3766], [0.9473, 0.6461, 0.0342], [-0.2940, -0.0492, 0.0069], [-1.5639, 0.5840, -0.0690], [-1.7548, 1.9709, -0.3636], [-3.0114, 2.5440, -0.2660], [-4.1430, 1.7774, 0.1000], [-5.4663, 2.3101, 0.1268], [-5.8600, 2.8793, 1.4156], [-7.3006, 3.3817, 1.4029], [-7.5496, 4.2013, 0.2615], [-7.3690, 3.4506, -0.9406], [-5.9069, 3.0243, -1.0734], [-3.9476, 0.3963, 0.3982], [-2.7126, -0.2008, 0.2390], [1.0925, 1.9530, 0.6110], [2.3433, 2.5303, 0.7408], [5.6155, 2.3443, -0.9610], [6.6258, 3.4853, -0.9924], [7.3810, 3.5214, 0.2271], [6.0667, 4.7071, 1.3558], [7.2358, 3.6022, 2.2198], [5.9623, 1.6675, 1.6575], [4.7524, 2.8608, 2.2669], [4.2414, 0.0377, -0.6719], [2.0006, -1.0695, -0.7329], [-0.2672, -1.1434, 0.2362], [-0.8990, 2.6084, -0.5855], [-3.1238, 3.6088, -0.4710], [-5.7528, 2.0985, 2.1815], [-5.2064, 3.7406, 1.6672], [-7.9888, 2.5116, 1.4317], [-7.4644, 4.0547, 2.2565], [-8.0297, 2.5566, -0.9626], [-7.6360, 4.1591, -1.7400], [-5.3016, 3.9432, -1.2320], [-5.8090, 2.3596, -1.9468], [-4.8085, -0.2049, 0.6997], [-2.5509, -1.2674, 0.4423], [0.2278, 2.4718, 1.0250], [2.4358, 3.5110, 1.2232], [6.1760, 1.3975, -0.8475], [5.0390, 2.3353, -1.8912], [7.3877, 3.3153, -1.7746], [6.0926, 4.4495, -1.1596], [2.7523, -7.5741, 0.3938], [2.6736, -6.3706, -0.2974], [1.4165, -5.7967, -0.6391], [0.2237, -6.5869, -0.3810], [0.3415, -7.8174, 0.2943], [1.5791, -8.2957, 0.7082], [-1.0401, -6.0591, -0.7892], [-1.1646, -4.7640, -1.2470], [-0.0031, -3.9296, -1.4013], [-0.1556, -2.3408, -1.8478], [1.2735, -4.5029, -1.1721], [3.7222, -7.9633, 0.7007], [3.5784, -5.8226, -0.5794], [-0.5646, -8.3932, 0.5025], [1.6584, -9.2352, 1.2656], [-1.9061, -6.7167, -0.7038], [-2.1357, -4.3309, -1.4873], [2.1490, -3.8890, -1.3783]],
  "e_homo_ev": -6.2,
  "e_tot_ev": -50573.2276,
  "gap_ev": 4.055
}